Computed, not measured: a 2-piece molecular cluster, C4H7N3O overall, with ωB97M-V with the def2-TZVPD basis set.

Each line ends with the Mulliken charge.
CARTESIAN COORDINATES (ANGSTROEM)
C (-0.325, 0.267, 2.456)  -0.21
C (0.301, -3.198, 0.129)  0.45
C (-0.796, 1.494, -1.129)  -1.08
C (0.632, 1.186, -0.689)  -0.36
N (0.027, 0.238, 1.334)  0.19
N (0.947, -2.274, -0.231)  -0.49
N (0.682, 0.139, 0.310)  -0.38
O (-0.253, -4.186, 0.393)  -0.48
H (-1.139, -0.010, 3.064)  0.30
H (-1.402, 1.815, -0.280)  0.32
H (-0.795, 2.284, -1.874)  0.35
H (-1.255, 0.606, -1.558)  0.29
H (1.217, 0.821, -1.535)  0.33
H (1.117, 2.089, -0.297)  0.30
H (1.041, -1.271, -0.093)  0.47

The calculation puts the LUMO energy at 0.657 eV. As for the HOMO energy: -9.239 eV. For the orbital gap, the calculation gives 0.3637 Ha.

---

Computed, not measured: a 3-piece molecular cluster, C10H22BF3O5S overall, with ωB97M-V with the def2-TZVPD basis set.

Each line ends with the Mulliken charge.
CARTESIAN COORDINATES (ANGSTROEM)
O (-2.802, 1.797, 1.736)  -0.64
S (-1.931, 0.682, 1.480)  0.91
O (-0.993, 0.357, 2.520)  -0.60
B (-2.867, -0.924, 1.036)  0.21
C (-4.132, -0.951, 0.151)  -0.76
C (-5.155, 0.142, 0.510)  0.36
C (-6.210, 0.384, -0.483)  -0.60
O (-5.042, 1.319, -0.178)  -0.39
C (-0.963, 1.086, -0.078)  0.78
F (-1.306, 2.237, -0.589)  -0.22
F (-1.195, 0.123, -0.967)  -0.28
F (0.330, 1.104, 0.191)  -0.25
H (-2.375, -1.896, 1.494)  -0.04
H (-4.624, -1.917, 0.205)  0.29
H (-3.830, -0.706, -0.869)  0.32
H (-5.459, 0.208, 1.553)  0.33
H (-6.009, 0.137, -1.512)  0.27
H (-7.064, 0.979, -0.210)  0.31
C (2.518, -2.609, 0.765)  -1.35
C (1.758, -2.064, 1.965)  0.81
C (2.590, -2.130, 3.236)  -1.48
O (0.538, -2.783, 2.136)  -0.50
H (2.772, -3.661, 0.925)  0.40
H (1.905, -2.549, -0.135)  0.30
H (3.439, -2.053, 0.591)  0.36
H (1.468, -1.030, 1.774)  0.06
H (2.848, -3.168, 3.466)  0.36
H (2.025, -1.734, 4.080)  0.34
H (3.514, -1.560, 3.135)  0.37
H (0.768, -3.703, 2.301)  0.32
C (3.701, 2.675, -1.618)  -1.26
C (3.204, 1.578, -2.549)  0.40
C (2.404, 2.151, -3.709)  -1.23
O (2.421, 0.631, -1.825)  -0.43
H (2.855, 3.217, -1.187)  0.30
H (4.273, 2.247, -0.796)  0.30
H (4.332, 3.389, -2.148)  0.41
H (4.055, 1.017, -2.936)  0.30
H (1.522, 2.680, -3.335)  0.29
H (2.058, 1.353, -4.365)  0.31
H (3.000, 2.852, -4.296)  0.39
H (1.658, 1.094, -1.466)  0.22

The calculation puts the LUMO energy at -1.212 eV. As for the HOMO energy: -10.083 eV. For the orbital gap, the calculation gives 0.3260 Ha. Its SMILES is O=S(=O)(BC[C@@H]1CO1)C(F)(F)F.CC(C)O.CC(C)O.

---

Computed, not measured: a single C2H6O2 molecule, with ωB97M-V with the def2-TZVPD basis set.

Each line ends with the Mulliken charge.
CARTESIAN COORDINATES (ANGSTROEM)
O (1.711, 0.242, 0.026)  -0.58
C (0.545, -0.483, -0.009)  -0.34
C (-0.516, 0.472, -0.040)  -0.23
O (-1.783, -0.255, 0.027)  -0.50
H (2.728, -0.368, -0.095)  0.34
H (0.565, -1.052, 0.792)  0.32
H (0.479, -1.143, -0.874)  0.28
H (-0.444, 1.328, -0.929)  0.23
H (-0.368, 1.105, 1.031)  0.17
H (-2.553, 0.302, -0.049)  0.30

The calculation puts the LUMO energy at 0.610 eV. As for the HOMO energy: -10.107 eV. For the orbital gap, the calculation gives 0.3938 Ha. Its SMILES is OCCO.

---

Computed, not measured: a 2-piece molecular cluster, C2H4N2O overall, with ωB97M-V with the def2-TZVPD basis set.

Each line ends with the Mulliken charge.
CARTESIAN COORDINATES (ANGSTROEM)
C (2.055, -0.475, 0.148)  -0.31
C (-1.851, 0.290, 0.323)  -0.14
N (1.672, 0.728, -0.006)  0.14
N (-1.122, -0.250, -0.473)  -0.36
O (0.658, 1.377, -0.223)  -0.38
H (1.207, -1.094, 0.243)  0.27
H (3.007, -0.869, 0.427)  0.28
H (-2.862, -0.191, 0.513)  0.29
H (-1.640, 1.334, 0.947)  0.22

The calculation puts the LUMO energy (alpha / beta) at -0.269 / -0.131 eV. As for the HOMO energy (alpha / beta): -9.239 / -9.353 eV. For the orbital gap (alpha / beta), the calculation gives 0.3296 / 0.3389 Ha.

---

Computed, not measured: C36H48BN8O3PtS3 as an isolated structure, with ωB97M-V with the def2-TZVPD basis set.

Each line ends with the Mulliken charge.
CARTESIAN COORDINATES (ANGSTROEM)
Pt (-0.052, 0.126, 0.274)  2.58
C (0.797, -2.664, -4.502)  -1.39
C (1.327, -2.106, -3.222)  0.33
C (2.605, -2.181, -2.731)  -0.90
C (2.598, -1.486, -1.513)  -0.29
N (1.359, -1.035, -1.267)  -0.22
N (0.592, -1.413, -2.334)  0.57
B (-0.889, -1.033, -2.516)  -0.90
N (-1.063, 0.497, -2.562)  0.56
N (-0.679, 1.333, -1.554)  -0.61
C (-0.967, 2.582, -1.950)  -0.52
C (-1.549, 2.529, -3.225)  -0.75
C (-1.585, 1.205, -3.581)  0.18
C (-2.092, 0.607, -4.852)  -1.34
C (-0.742, 3.910, -1.243)  3.22
C (0.132, 4.781, -2.163)  -2.01
C (-2.108, 4.583, -1.046)  -1.77
C (-0.040, 3.821, 0.103)  -1.61
N (-1.791, -1.697, -1.464)  0.71
N (-1.667, -1.505, -0.121)  -0.48
C (-2.652, -2.201, 0.466)  -0.34
C (-3.407, -2.842, -0.529)  -0.95
C (-2.834, -2.507, -1.728)  0.37
C (-3.254, -2.936, -3.096)  -1.32
C (-3.032, -2.363, 1.934)  2.86
C (-2.140, -1.671, 2.957)  -1.53
C (-3.014, -3.866, 2.261)  -1.92
C (-4.464, -1.825, 2.103)  -1.71
C (3.862, -1.365, -0.675)  2.69
C (3.780, -0.369, 0.468)  -1.68
C (5.004, -0.915, -1.598)  -1.83
C (4.186, -2.755, -0.106)  -1.86
H (1.595, -3.205, -5.009)  0.39
H (-0.031, -3.352, -4.332)  0.19
H (0.441, -1.876, -5.167)  0.20
H (3.441, -2.671, -3.202)  0.49
H (-1.242, -1.453, -3.572)  -0.13
H (-1.886, 3.361, -3.820)  0.56
H (-2.455, 1.405, -5.498)  0.42
H (-1.308, 0.066, -5.382)  0.18
H (-2.912, -0.089, -4.674)  0.14
H (-0.344, 4.955, -3.129)  0.37
H (0.307, 5.750, -1.690)  0.46
H (1.098, 4.304, -2.340)  0.37
H (-2.639, 4.714, -1.990)  0.36
H (-2.738, 3.990, -0.378)  0.23
H (-1.969, 5.567, -0.592)  0.48
H (0.956, 3.402, -0.011)  0.23
H (0.051, 4.829, 0.515)  0.62
H (-0.587, 3.218, 0.826)  -0.09
H (-4.260, -3.483, -0.387)  0.53
H (-4.105, -3.610, -3.007)  0.40
H (-3.552, -2.089, -3.713)  0.17
H (-2.454, -3.460, -3.619)  0.18
H (-1.182, -2.184, 3.038)  0.34
H (-1.965, -0.618, 2.745)  0.06
H (-2.618, -1.729, 3.938)  0.50
H (-2.011, -4.277, 2.127)  0.40
H (-3.311, -4.018, 3.301)  0.45
H (-3.698, -4.429, 1.626)  0.35
H (-4.510, -0.764, 1.851)  0.26
H (-5.174, -2.358, 1.470)  0.35
H (-4.778, -1.942, 3.143)  0.48
H (3.485, 0.617, 0.120)  0.33
H (3.070, -0.700, 1.223)  0.08
H (4.759, -0.296, 0.949)  0.50
H (4.772, 0.046, -2.060)  0.37
H (5.922, -0.805, -1.016)  0.45
H (5.197, -1.637, -2.392)  0.35
H (3.387, -3.094, 0.558)  0.32
H (4.302, -3.493, -0.901)  0.40
H (5.116, -2.718, 0.467)  0.45
O (1.573, 1.598, 1.020)  -0.85
N (1.673, 1.618, 2.307)  0.74
C (2.134, 2.742, 2.902)  -0.48
C (2.254, 2.814, 4.262)  -0.76
C (1.915, 1.716, 5.057)  -0.27
C (1.479, 0.571, 4.449)  -1.08
C (1.346, 0.515, 3.053)  1.10
S (0.771, -0.861, 2.245)  -0.74
H (2.358, 3.545, 2.218)  0.52
H (2.593, 3.739, 4.703)  0.39
H (1.973, 1.778, 6.134)  0.40
H (1.188, -0.300, 5.018)  0.47
O (-0.335, 4.123, 4.405)  -0.68
S (-1.339, 3.084, 4.407)  1.01
O (-1.369, 2.223, 5.563)  -0.69
N (-1.147, 2.161, 3.045)  0.45
C (-2.316, 2.227, 2.298)  0.15
S (-2.402, 1.220, 0.906)  -0.45
C (-3.325, 3.091, 2.797)  0.14
C (-4.606, 3.403, 2.299)  -0.76
C (-5.389, 4.302, 2.990)  -0.64
C (-4.952, 4.912, 4.177)  -0.68
C (-3.703, 4.603, 4.691)  -0.60
C (-2.915, 3.703, 3.998)  0.31
H (-4.963, 2.936, 1.389)  0.48
H (-6.373, 4.545, 2.608)  0.39
H (-5.591, 5.616, 4.692)  0.39
H (-3.353, 5.054, 5.611)  0.46

The calculation puts the LUMO energy (alpha / beta) at 0.110 / -2.904 eV. As for the HOMO energy (alpha / beta): -5.515 / -8.269 eV. For the orbital gap (alpha / beta), the calculation gives 0.2067 / 0.1971 Ha. As for the expectation value of S²: 8.820. Its spin multiplicity is 6.

---

Computed, not measured: a 2-piece molecular cluster, C3H6O2 overall, with ωB97M-V with the def2-TZVPD basis set.

Each line ends with the Mulliken charge.
CARTESIAN COORDINATES (ANGSTROEM)
O (-2.268, 1.098, -0.494)  -0.32
C (-1.758, 0.710, 0.650)  -0.22
C (0.784, -1.063, -0.189)  -0.81
C (1.625, 0.137, 0.152)  0.14
O (2.515, 0.135, 0.968)  -0.48
H (-2.946, 0.452, -0.758)  0.38
H (-0.154, -1.011, 0.385)  0.23
H (-1.001, 1.511, 0.854)  0.15
H (0.526, -1.062, -1.253)  0.28
H (1.311, -1.981, 0.081)  0.30
H (1.368, 1.073, -0.396)  0.35

The calculation puts the LUMO energy at 0.398 eV. As for the HOMO energy: -9.261 eV. For the orbital gap, the calculation gives 0.3550 Ha.

---

Taking the records one at a time from the top gives energy relative to the best compared isomer or geometry (same formula, charge and spin) values of 85.7; 0.0; 62.6; 134.6; 4.8; 93.4 kcal per mole.